Entry 1:
The molecule C3H8OS, computed with ωB97M-V with the def2-TZVPD basis set.

Last columns: bonded neighbours and bond lengths (Å).
CARTESIAN COORDINATES (ANGSTROEM)
1 O 1.01752 0.26744 -2.29757  C2 1.412, H6 0.966
2 C 0.95293 0.45935 -0.89969  O1 1.412, C3 1.545, H7 1.096, H8 1.090
3 C -0.31661 -0.11492 -0.23294  C2 1.545, C4 1.540, H9 1.080, H10 1.086
4 C -0.05283 -0.13824 1.28460  C3 1.540, S5 1.819, H11 1.087, H12 1.087
5 S -1.58922 -0.19406 2.25761  C4 1.819, H13 1.333
6 H 0.12045 0.11515 -2.62217  O1 0.966
7 H 1.72527 -0.17663 -0.45257  C2 1.096
8 H 1.15756 1.47897 -0.57349  C2 1.090
9 H -1.16945 0.53149 -0.37646  C3 1.080
10 H -0.37254 -1.12861 -0.61715  C3 1.086
11 H 0.45716 0.77828 1.57076  C4 1.087
12 H 0.44865 -1.05825 1.57396  C4 1.087
13 H -2.37888 -0.81998 1.38513  S5 1.333

## Properties
highest occupied orbital energy = -9.155 eV
LUMO energy = 0.894 eV
E = -592.50180 Eh
SMILES = OCCCS
Kohn-Sham gap = 10.05 eV

Here are the Mulliken charges for atoms 1 to 2, given in e: -0.51 -0.45

=====

Entry 2:
A cluster of 2 separate species, C3H8OS2 in total, computed with ωB97M-V with the def2-TZVPD basis set.

Last columns: bonded neighbours and bond lengths (Å).
CARTESIAN COORDINATES (ANGSTROEM)
1 C 2.62111 0.83970 0.00757  C2 1.331, H4 1.079, H5 1.087
2 C 2.02246 -0.01619 0.83217  C1 1.331, O3 1.394, H6 1.083
3 O 2.64211 -0.35578 2.03361  C2 1.394, H7 0.959
4 H 2.35048 0.95182 -1.03060  C1 1.079
5 H 3.47934 1.33250 0.45625  C1 1.087
6 H 1.01158 -0.38872 0.71971  C2 1.083
7 H 3.45165 -0.78988 1.75911  O3 0.959
8 C -2.88008 -0.68592 -1.34920  S9 1.878, H11 1.084, H12 1.089, H13 1.086
9 S -1.60942 0.69698 -1.32614  C8 1.878, S10 2.073
10 S -1.44175 1.03512 0.71263  S9 2.073, H14 1.327
11 H -2.42414 -1.66608 -1.26479  C8 1.084
12 H -3.51139 -0.48128 -0.48570  C8 1.089
13 H -3.48735 -0.53908 -2.23721  C8 1.086
14 H -2.22460 0.06680 1.17259  S10 1.327

## Properties
highest occupied orbital energy = -8.224 eV
LUMO energy = 0.522 eV
E = -990.64853 Eh
SMILES = C=CO.CSS
Kohn-Sham gap = 8.75 eV

Here are the Mulliken charges for atoms 1 to 2, given in e: -0.64 0.04

=====

Entry 3:
A cluster of 2 separate species, C3H8OS2 in total, computed with ωB97M-V with the def2-TZVPD basis set.

Last columns: bonded neighbours and bond lengths (Å).
CARTESIAN COORDINATES (ANGSTROEM)
1 C 1.60922 0.58460 -0.46540  C2 1.510, H5 1.088, H6 1.088, H7 1.090
2 C 0.77636 -0.67483 -0.45634  C1 1.510, S3 1.809, H8 1.098, H9 1.090
3 S 0.46559 -1.32864 -2.11433  C2 1.809, S4 2.009
4 S -0.61839 -2.97569 -1.73046  S3 2.009, H10 1.352
5 H 1.22107 1.38482 -1.09234  C1 1.088
6 H 2.65471 0.43831 -0.72973  C1 1.088
7 H 1.59868 0.96570 0.55562  C1 1.090
8 H -0.21258 -0.49439 -0.01537  C2 1.098
9 H 1.22280 -1.48217 0.12474  C2 1.090
10 H 0.17545 -3.81725 -2.43005  S4 1.352
11 O -2.01831 0.73158 1.73271  C12 1.203
12 C -2.21899 1.86609 2.07744  O11 1.203, H13 1.102, H14 1.102
13 H -3.23771 2.28536 2.07834  C12 1.102
14 H -1.41791 2.51652 2.46518  C12 1.102

## Properties
highest occupied orbital energy (alpha / beta) = -13.096 / -13.095 eV
LUMO energy (alpha / beta) = -4.494 / -8.279 eV
E = -990.37253 Eh
multiplicity = 2
Kohn-Sham gap (alpha / beta) = 8.60 / 4.82 eV
<S²> = 0.75
net charge = +1

Here are the Mulliken charges for atoms 1 to 2, given in e: -1.20 -0.22

=====

Entry 4:
A cluster of 2 separate species, C3H8OS2 in total, computed with ωB97M-V with the def2-TZVPD basis set.

Last columns: bonded neighbours and bond lengths (Å).
CARTESIAN COORDINATES (ANGSTROEM)
1 C 0.40650 4.32283 -1.09340  S2 1.832, H4 1.089, H5 1.093, H6 1.089
2 S 1.21961 3.64945 0.40387  C1 1.832, S3 2.195
3 S 0.01814 1.83026 0.65659  S2 2.195, H7 1.336
4 H 0.23526 3.31638 -1.47199  C1 1.089
5 H 1.09386 4.81491 -1.78699  C1 1.093
6 H -0.50258 4.88125 -0.87348  C1 1.089
7 H -0.99408 2.48182 1.23635  S3 1.336
8 C -0.80516 -3.80170 -0.27630  C9 1.324, H11 1.085, H12 1.118
9 C -0.39170 -3.53992 0.95448  C8 1.324, O10 1.397, H13 1.080
10 O 0.92972 -3.58695 1.40409  C9 1.397, H14 0.965
11 H -1.82877 -3.99355 -0.57913  C8 1.085
12 H -0.06438 -3.77973 -1.11352  C8 1.118
13 H -0.84318 -3.18972 1.87141  C9 1.080
14 H 1.52677 -3.40534 0.66802  O10 0.965

## Properties
highest occupied orbital energy (alpha / beta) = -11.361 / -11.334 eV
LUMO energy (alpha / beta) = -6.101 / -9.235 eV
E = -990.30578 Eh
multiplicity = 2
Kohn-Sham gap (alpha / beta) = 5.26 / 2.10 eV
<S²> = 0.75
net charge = +1

Here are the Mulliken charges for atoms 1 to 2, given in e: -0.64 0.37

=====

Entry 5:
A cluster of 2 separate species, C3H8OSe in total, computed with ωB97M-V with the def2-TZVPD basis set.

Last columns: bonded neighbours and bond lengths (Å).
CARTESIAN COORDINATES (ANGSTROEM)
1 C 1.56551 -1.24453 0.94790  Se5 1.960, H6 1.086, H7 1.086, H8 1.086
2 C -1.71138 0.69453 -0.38049  O4 1.410, H9 1.097, H10 1.092, H11 1.096
3 C 0.93582 -0.21080 -1.57548  Se5 1.756, H12 1.101
4 O -0.93408 0.92786 0.77259  C2 1.410, H13 0.964
5 Se 1.65846 0.40932 -0.09984  C1 1.960, C3 1.756
6 H 2.42505 -1.30655 1.60865  C1 1.086
7 H 0.65067 -1.22251 1.53274  C1 1.086
8 H 1.54449 -2.06897 0.24129  C1 1.086
9 H -1.08241 0.08823 -1.04332  C2 1.097
10 H -1.97878 1.62471 -0.88660  C2 1.092
11 H -2.61991 0.13338 -0.13568  C2 1.096
12 H 0.92386 0.60269 -2.31698  C3 1.101
13 H -1.37730 1.57265 1.33522  O4 0.964

## Properties
highest occupied orbital energy = -8.234 eV
LUMO energy = 0.381 eV
E = -2595.62584 Eh
Kohn-Sham gap = 8.61 eV

Here are the Mulliken charges for atoms 1 to 2, given in e: -0.81 -0.43

=====

Entry 6:
The molecule C3H8OSi, computed with ωB97M-V with the def2-TZVPD basis set.

Last columns: bonded neighbours and bond lengths (Å).
CARTESIAN COORDINATES (ANGSTROEM)
1 O -2.20974 -0.71405 1.12386  Si2 1.673, H6 0.963
2 Si -1.58068 -0.05064 -0.27740  O1 1.673, C3 2.154, H7 1.464, H8 1.483
3 C 0.49066 -0.41756 0.18471  Si2 2.154, C4 1.551, C5 1.516, H9 1.032
4 C 1.55800 0.01293 -0.85569  C3 1.551, C5 1.534, H10 1.046, H11 1.063
5 C 1.44144 0.71968 0.50106  C3 1.516, C4 1.534, H12 1.185, H13 1.027
6 H -3.15168 -0.75112 0.92513  O1 0.963
7 H -1.87644 -0.89121 -1.43949  Si2 1.464
8 H -2.32871 1.22931 -0.31976  Si2 1.483
9 H 0.54916 -1.30811 0.70240  C3 1.032
10 H 1.18850 0.54524 -1.67646  C4 1.046
11 H 2.41302 -0.61799 -0.88512  C4 1.063
12 H 2.26497 0.53372 1.33261  C5 1.185
13 H 1.24151 1.70978 0.68415  C5 1.027

## Properties
highest occupied orbital energy = -9.809 eV
LUMO energy = 0.659 eV
E = -483.78309 Eh
SMILES = O[SiH2]C1CC1
Kohn-Sham gap = 10.47 eV

Here are the Mulliken charges for atoms 1 to 2, given in e: -0.46 0.48

=====

Question: Which formula does entry 3 have?
Answer: C3H8OS2

=====

What did the third record say?
A cluster of 2 separate species, C3H8OS2 in total, computed with ωB97M-V with the def2-TZVPD basis set.

Last columns: bonded neighbours and bond lengths (Å).
CARTESIAN COORDINATES (ANGSTROEM)
1 C 1.60922 0.58460 -0.46540  C2 1.510, H5 1.088, H6 1.088, H7 1.090
2 C 0.77636 -0.67483 -0.45634  C1 1.510, S3 1.809, H8 1.098, H9 1.090
3 S 0.46559 -1.32864 -2.11433  C2 1.809, S4 2.009
4 S -0.61839 -2.97569 -1.73046  S3 2.009, H10 1.352
5 H 1.22107 1.38482 -1.09234  C1 1.088
6 H 2.65471 0.43831 -0.72973  C1 1.088
7 H 1.59868 0.96570 0.55562  C1 1.090
8 H -0.21258 -0.49439 -0.01537  C2 1.098
9 H 1.22280 -1.48217 0.12474  C2 1.090
10 H 0.17545 -3.81725 -2.43005  S4 1.352
11 O -2.01831 0.73158 1.73271  C12 1.203
12 C -2.21899 1.86609 2.07744  O11 1.203, H13 1.102, H14 1.102
13 H -3.23771 2.28536 2.07834  C12 1.102
14 H -1.41791 2.51652 2.46518  C12 1.102

## Properties
highest occupied orbital energy (alpha / beta) = -13.096 / -13.095 eV
LUMO energy (alpha / beta) = -4.494 / -8.279 eV
E = -990.37253 Eh
multiplicity = 2
Kohn-Sham gap (alpha / beta) = 8.60 / 4.82 eV
<S²> = 0.75
net charge = +1

Here are the Mulliken charges for atoms 1 to 2, given in e: -1.20 -0.22

=====

Question: Which formula does entry 4 have?
Answer: C3H8OS2

=====

What did the first record say?
The molecule C3H8OS, computed with ωB97M-V with the def2-TZVPD basis set.

Last columns: bonded neighbours and bond lengths (Å).
CARTESIAN COORDINATES (ANGSTROEM)
1 O 1.01752 0.26744 -2.29757  C2 1.412, H6 0.966
2 C 0.95293 0.45935 -0.89969  O1 1.412, C3 1.545, H7 1.096, H8 1.090
3 C -0.31661 -0.11492 -0.23294  C2 1.545, C4 1.540, H9 1.080, H10 1.086
4 C -0.05283 -0.13824 1.28460  C3 1.540, S5 1.819, H11 1.087, H12 1.087
5 S -1.58922 -0.19406 2.25761  C4 1.819, H13 1.333
6 H 0.12045 0.11515 -2.62217  O1 0.966
7 H 1.72527 -0.17663 -0.45257  C2 1.096
8 H 1.15756 1.47897 -0.57349  C2 1.090
9 H -1.16945 0.53149 -0.37646  C3 1.080
10 H -0.37254 -1.12861 -0.61715  C3 1.086
11 H 0.45716 0.77828 1.57076  C4 1.087
12 H 0.44865 -1.05825 1.57396  C4 1.087
13 H -2.37888 -0.81998 1.38513  S5 1.333

## Properties
highest occupied orbital energy = -9.155 eV
LUMO energy = 0.894 eV
E = -592.50180 Eh
SMILES = OCCCS
Kohn-Sham gap = 10.05 eV

Here are the Mulliken charges for atoms 1 to 2, given in e: -0.51 -0.45